Entry 1:
61
Properties=species:S:1:pos:R:3 method="wB97M-V/def2-TZVPD" spin_multiplicity=1 energy_ev=-29495.092 gap_ev=4.55 e_lumo_ev=4.569 charge=-2
C 1.118 3.406 -0.975
C -2.497 1.120 -4.756
H 4.938 -0.057 1.345
H 2.584 0.065 -0.030
O -0.006 3.997 -0.365
H -3.301 -0.460 4.199
H 1.075 -3.123 -3.290
C 4.170 0.697 1.525
H 4.370 1.693 1.120
H 4.111 0.850 2.603
H -3.058 0.554 -4.013
H -0.830 2.439 -4.879
H 0.381 -3.463 1.145
C -1.267 1.783 -4.125
H 3.359 3.530 -0.823
H -2.353 1.104 -0.571
H -0.323 3.271 0.217
H 1.705 -4.116 -0.505
H 2.527 5.012 -0.635
C 0.802 -3.237 -2.236
C 2.428 3.944 -0.417
H -0.547 1.079 -3.700
H -2.207 0.410 -5.539
H -4.628 1.788 4.148
H 2.482 3.687 0.642
C 0.071 -2.816 3.219
O -1.685 2.488 -2.959
H 1.164 -2.296 -1.809
H -3.143 1.863 -5.223
H -1.022 -3.022 3.186
H -0.277 -3.240 -2.124
H 3.650 -4.396 -1.445
H -1.603 1.923 -2.182
H -3.611 -0.597 2.507
H -4.696 1.613 2.348
C -0.608 -0.178 -0.674
O 0.608 -2.913 4.471
H 1.092 2.323 -0.811
H 1.098 1.169 0.922
H -4.962 -0.606 3.550
C -4.124 1.404 3.262
H 1.081 3.479 -2.070
H 0.880 -4.678 2.450
H -2.438 1.486 2.220
H 0.012 -0.806 -0.033
O 3.046 -3.858 -1.964
C -1.620 0.632 0.122
H 0.090 -1.797 2.768
C -3.980 -0.120 3.419
C 1.722 -4.259 -1.587
H -0.012 0.458 -1.335
H 1.461 -5.257 -1.956
C 0.804 -3.626 2.146
H -2.263 -0.099 0.649
H 2.720 -0.783 1.506
H 1.843 -3.283 2.068
C 2.820 0.204 1.029
O -0.982 1.569 0.933
O 1.818 1.056 1.567
O -2.809 1.880 3.040
H -1.175 -0.892 -1.295

=====

Entry 2:
68
Properties=species:S:1:pos:R:3 method="wB97M-V/def2-TZVPD" spin_multiplicity=1 e_above_lowest_kj_mol=0.0 energy_ev=-104614.858 gap_ev=11.01 e_lumo_ev=-0.042 charge=0
H 0.683 -1.049 -2.885
H 2.524 2.342 0.307
O 0.618 2.527 -1.792
H 1.560 -4.381 -1.254
O -1.659 0.307 -2.258
H 3.469 2.062 2.329
C 1.176 -3.467 2.884
C 2.443 1.732 2.147
H 2.007 -4.055 -2.899
H 2.844 -3.083 4.272
C 1.497 -3.618 -2.040
H 1.171 -1.319 2.860
H -1.518 -1.685 -1.891
H 2.815 -2.808 1.948
C -3.522 -1.061 -1.615
H -1.302 -1.534 -4.273
H 1.460 -3.961 4.992
H 0.774 5.231 -2.470
H 1.642 3.033 3.762
C 2.056 -3.814 4.091
C -2.225 -1.015 -2.395
H -1.315 3.202 -0.042
H -3.383 -0.698 -0.596
O 2.058 -3.368 1.752
H -2.724 -2.431 -3.900
F -1.985 2.454 3.154
F -1.456 0.225 2.304
As -2.931 1.045 2.754
C 1.977 -2.257 -1.596
H 2.531 -4.768 3.853
H 1.801 3.814 2.221
H -2.333 0.969 -2.451
H 1.557 -2.528 0.323
H -1.538 4.871 -0.645
H 2.230 0.804 2.669
H -2.901 -0.733 -4.444
C 1.739 -1.202 -2.662
H -4.317 -0.458 -2.067
H 0.489 2.640 2.509
H 2.225 -0.269 -2.363
O -0.057 0.318 -0.147
H 0.446 -4.246 2.677
H -0.054 -1.960 3.964
C -0.860 4.020 -0.600
H 0.566 -0.478 -0.256
H 2.215 -1.461 -3.609
H 0.023 4.355 -0.043
H -0.291 -1.981 2.220
H 1.411 3.002 -1.515
C 1.544 2.858 2.688
C -2.302 -1.423 -3.850
O 1.327 -1.875 -0.388
H 0.422 -3.638 -2.257
F -4.378 1.956 3.130
F -3.917 -0.334 2.319
C 0.004 4.613 -2.938
O 2.188 1.557 0.749
H -3.909 -2.082 -1.551
H 0.390 4.227 -3.882
C 0.446 -2.125 3.011
F -3.016 1.584 1.069
H -0.866 5.211 -3.210
H 3.059 -2.293 -1.400
C -0.413 3.520 -1.968
H 0.523 1.079 0.108
F -2.848 0.458 4.390
H -1.242 2.942 -2.380
H -0.653 0.498 -0.927

=====

Entry 3:
88
Properties=species:S:1:pos:R:3 method="wB97M-V/def2-TZVPD" spin_multiplicity=1 energy_ev=-489523.619 gap_ev=4.01 e_lumo_ev=-2.377 charge=0
F -10.624 -2.409 -2.592
H -2.580 -1.003 1.723
F -5.080 0.038 0.082
H 5.601 -2.274 0.239
H 6.020 -2.743 -2.537
O 0.829 3.056 0.265
F -8.815 -2.729 -1.298
H 1.734 1.711 5.130
F -8.383 -4.211 -3.773
H 0.171 2.510 4.873
H 6.464 -0.076 -4.843
H -3.028 9.559 1.838
P 4.693 -0.008 -1.652
C -0.272 -9.819 2.881
C 5.741 -2.086 -3.358
Cl -5.990 -1.188 -1.817
H 4.701 0.058 -4.663
C 0.654 1.583 5.173
O -1.685 3.654 0.051
H -1.718 -3.303 0.247
Cl -0.326 -1.254 0.896
C -0.790 6.714 1.297
H -3.428 -2.988 0.847
O 3.745 0.710 -0.682
H 4.090 -1.622 0.921
H 0.010 7.397 1.008
H 8.141 0.208 -0.383
H 2.610 -2.957 -1.479
O -1.097 8.118 3.532
H -1.629 0.279 -4.685
H 5.503 2.533 -0.789
C -2.350 8.885 1.316
H 5.709 1.714 0.768
Br 0.243 0.259 3.801
O -7.693 1.866 1.163
H -2.848 8.480 0.435
F -10.574 -4.308 -3.341
S -1.919 7.539 2.433
H 2.143 -1.332 -0.929
H 4.162 -3.219 0.139
P -1.297 1.684 -2.878
C -2.154 -1.185 0.720
H -7.301 0.998 1.243
C 5.660 0.164 -4.146
H 6.957 -0.568 0.673
Be -6.777 -1.369 0.339
H 0.661 1.734 7.312
Cs -3.578 -4.821 1.428
H 6.512 -2.230 -4.122
H -0.497 1.293 2.220
H 7.331 -1.229 -0.936
H -1.252 -10.218 2.650
H 5.780 1.217 -3.870
N -1.065 0.292 -3.840
H -0.085 0.102 -4.012
H -0.364 5.850 1.804
C -2.597 -2.589 0.170
Br 0.475 -9.156 1.225
C -2.566 0.007 -0.291
Br -1.697 1.257 6.770
P -0.736 2.622 0.491
N 4.217 -1.611 -1.207
O -1.025 2.123 2.000
C 4.526 -2.189 0.088
H -2.976 -2.517 -0.891
S -1.023 0.934 -0.832
H -3.102 2.824 -2.417
H -1.450 9.428 1.025
O -2.857 2.146 -3.073
P -9.350 -3.431 -2.693
N 5.718 -0.688 -2.943
H -3.076 -0.422 -1.174
C 2.838 -1.891 -1.562
H 2.650 -1.613 -2.607
C 7.178 -0.310 -0.369
F -8.567 -2.220 -3.446
Br -0.524 -8.399 4.170
Br 0.772 -11.268 3.610
H 7.114 2.245 -0.177
H 1.324 2.244 0.022
H -3.258 0.663 0.280
N 6.146 0.529 -0.939
H 0.490 0.068 6.727
H 4.788 -2.418 -3.779
C 6.113 1.813 -0.246
H -1.338 6.381 0.416
F -9.099 -4.723 -1.705
C 0.228 1.105 6.536

=====

Entry 4:
68
Properties=species:S:1:pos:R:3 method="wB97M-V/def2-TZVPD" spin_multiplicity=1 e_above_lowest_kj_mol=0.0 energy_ev=-41909.757 gap_ev=9.06 e_lumo_ev=2.960 charge=-1
C 24.548 -18.811 17.641
C 25.332 -15.115 11.948
O 21.246 -16.038 17.684
H 24.676 -20.863 13.989
H 23.748 -19.551 17.673
H 19.089 -18.523 19.020
N 19.807 -17.826 19.158
C 20.495 -15.766 16.449
H 24.894 -14.502 11.161
C 21.339 -20.683 14.101
H 21.219 -20.672 15.919
O 20.912 -21.330 15.292
H 22.594 -13.981 12.125
O 22.602 -13.652 14.756
O 21.763 -18.634 15.148
C 21.592 -13.940 12.552
O 25.638 -14.371 13.071
H 20.625 -13.064 14.315
H 24.477 -18.333 18.619
O 26.692 -16.959 12.652
O 26.926 -18.348 17.751
F 23.226 -16.545 14.215
H 21.561 -15.793 13.178
H 19.471 -16.344 21.403
H 23.418 -19.254 12.325
H 27.501 -17.453 12.499
C 18.752 -16.108 20.619
H 22.366 -21.001 13.919
O 25.153 -18.885 14.135
C 19.299 -16.493 19.271
H 19.975 -19.176 14.541
H 23.899 -20.755 11.644
C 24.303 -19.842 12.082
O 20.954 -15.184 12.751
H 26.084 -20.151 18.256
H 27.810 -18.669 17.945
H 25.191 -18.234 11.480
H 26.132 -13.594 12.800
H 20.202 -14.593 18.632
C 26.484 -16.006 11.546
H 22.054 -17.820 14.731
H 24.495 -15.800 12.087
H 24.246 -18.790 14.435
H 20.248 -17.796 18.250
C 25.996 -19.396 17.475
H 17.967 -16.851 20.760
H 26.149 -19.937 16.541
C 20.516 -15.617 18.830
H 18.450 -15.100 20.904
H 20.615 -21.065 13.383
H 26.208 -20.329 13.159
H 21.036 -13.272 11.896
H 26.167 -16.656 10.730
H 20.284 -14.696 16.451
H 19.517 -16.216 16.275
H 27.455 -15.539 11.385
O 24.171 -17.893 16.650
H 22.882 -14.549 14.561
H 23.217 -17.831 16.564
C 20.991 -19.184 14.147
H 21.157 -18.498 13.316
C 21.637 -13.085 13.909
H 22.083 -12.138 13.607
H 21.171 -15.466 19.688
O 25.117 -19.117 11.113
H 18.531 -16.394 18.505
C 25.157 -20.118 13.355
H 21.157 -16.138 15.668

=====

Entry 5:
70
Properties=species:S:1:pos:R:3 method="wB97M-V/def2-TZVPD" spin_multiplicity=1 energy_ev=-63710.037 gap_ev=5.04 e_lumo_ev=1.057 charge=-1
H 5.359 1.381 1.955
P 0.467 -0.121 -3.569
C -2.561 2.288 1.143
H 2.557 -2.470 -4.758
H 0.209 0.766 -0.900
H -1.292 -2.991 -4.660
P -2.733 2.181 3.981
C 5.731 -0.262 0.411
H 3.549 -0.740 -2.664
H -4.344 -0.581 3.924
N -2.134 0.608 3.964
H -5.168 3.444 3.584
O -0.949 0.191 -3.026
H -2.832 2.975 0.331
H -1.533 1.960 0.955
C 2.540 -1.458 -5.169
H -4.406 -0.126 2.199
H -0.022 -0.225 -6.536
C 0.287 -0.326 -0.864
O 5.264 -0.255 -0.868
C 1.208 -2.260 -1.845
H 1.939 -1.444 -6.081
O -1.351 2.766 4.362
C -1.682 -0.248 2.891
C -1.941 4.211 2.355
N 2.094 -0.481 -4.194
C 4.779 0.416 1.561
H -3.250 1.450 1.033
O 2.216 -2.154 2.534
N 4.490 -0.464 2.757
C -4.719 0.155 3.208
H -1.843 0.145 1.891
H 0.285 -2.846 -1.783
H -2.223 -1.202 2.910
H 0.233 -3.152 -3.825
C -5.334 2.474 3.107
H -0.716 -0.749 -0.739
H 3.557 -1.240 -5.521
H -1.499 0.106 -5.615
H 3.794 0.847 1.045
O 7.028 -0.926 0.621
H 4.057 -2.442 0.931
H -1.316 -1.424 -6.467
H 4.079 0.278 -4.016
P 3.802 -2.042 2.291
H 1.741 -2.400 -0.896
H 0.233 -3.097 -5.555
H -6.347 2.162 3.389
N -4.323 1.509 3.543
C 3.217 0.010 -3.392
H -5.808 0.032 3.249
C -0.248 -2.665 -4.669
H -2.245 4.807 1.483
H 0.867 -0.560 0.039
H -2.136 4.838 3.232
N 0.939 -0.853 -2.077
H 1.873 -2.684 -2.598
H -0.864 4.030 2.280
H -1.346 -0.962 5.191
N -2.690 2.943 2.431
H -1.358 0.634 5.934
H -5.315 2.613 2.019
H -0.613 -0.464 2.970
N -0.138 -1.225 -4.688
H 2.934 0.918 -2.853
C -0.778 -0.665 -5.883
C -1.913 -0.025 5.268
H 7.085 -1.595 -0.149
H 4.428 -3.051 3.157
H -2.873 -0.261 5.732

=====

Entry 6:
87
Properties=species:S:1:pos:R:3 method="wB97M-V/def2-TZVPD" spin_multiplicity=1 energy_ev=-104608.509 gap_ev=8.19 e_lumo_ev=-3.637 charge=+1
H -40.912 5.112 37.023
O -37.133 9.158 38.947
H -39.235 10.845 33.277
H -31.079 3.942 36.419
O -43.689 10.741 37.576
H -41.215 8.867 37.286
H -34.744 10.198 36.137
C -34.642 7.541 31.614
H -31.458 2.316 36.292
P -42.589 11.101 38.651
H -42.016 8.749 41.274
H -34.129 9.071 41.844
H -40.719 10.110 36.077
H -35.279 9.589 40.626
H -33.034 9.684 36.779
O -33.603 4.774 38.458
H -32.346 5.656 32.832
O -40.709 5.076 39.112
H -36.136 1.168 38.063
H -34.666 0.565 37.442
H -45.194 10.761 38.999
C -41.758 9.628 40.693
O -32.715 6.822 34.474
C -33.927 9.486 36.194
C -31.785 3.210 36.828
O -32.244 9.056 39.910
C -41.315 4.639 37.930
O -35.469 4.460 36.672
O -38.488 3.964 39.469
C -32.701 5.533 33.854
H -33.886 6.861 38.654
O -42.656 12.411 39.336
H -40.754 9.504 40.281
H -39.242 7.882 41.557
O -37.503 8.625 36.908
H -34.392 7.936 40.565
P -34.282 3.872 37.329
C -45.081 10.664 37.923
P -39.156 5.347 39.210
H -39.055 7.988 39.804
C -34.388 8.996 40.784
N -37.401 11.596 34.013
H -39.692 9.670 37.389
C -37.145 3.906 39.996
H -45.600 11.444 37.372
O -37.402 12.481 33.186
H -32.213 6.338 38.438
H -35.688 1.766 36.511
C -33.251 6.111 38.183
O -35.233 7.293 34.607
P -33.923 7.811 34.143
H -37.117 3.592 41.037
O -33.791 8.109 32.593
O -36.684 11.528 34.982
H -38.508 9.940 34.663
H -31.620 3.118 37.896
H -34.345 8.585 36.658
C -38.327 10.466 33.723
O -33.550 10.702 39.458
O -33.091 3.525 36.353
H -41.434 3.565 37.791
H -36.609 4.825 39.774
H -32.141 4.845 34.479
O -36.072 7.482 38.027
C -40.742 9.840 37.133
H -37.807 9.685 33.168
H -41.688 10.515 41.326
O -34.570 2.539 38.107
H -42.338 5.027 37.830
N -36.900 8.427 37.990
O -39.057 6.073 40.620
H -35.499 6.979 31.995
Ba -37.408 6.223 35.658
H -45.513 9.719 37.599
H -33.270 6.358 37.111
C -38.720 7.464 40.691
O -42.704 9.880 39.674
H -35.078 8.256 30.919
H -34.042 6.847 31.023
O -38.564 6.080 38.044
N -33.292 9.669 40.037
H -33.689 5.057 33.815
O -41.194 10.925 37.912
H -36.699 3.068 39.478
H -37.681 7.676 40.939
C -35.267 1.470 37.470
O -33.471 9.128 34.856